(1)
DFT (wB97M-V/def2-TZVPD) results for a 2-piece molecular cluster, CH6OS overall in a non-equilibrium geometry.

Structure (ORCA input):
```
! RIJCOSX wB97M-V def2-TZVPD def2/J DEFGRID3
* xyz 0 1
S -2.180 -0.527 -2.857
H -1.049 -0.673 -2.108
H -2.260 0.933 -2.822
C 1.212 0.165 1.425
O -0.040 0.346 0.838
H 1.246 -0.807 1.882
H 1.448 0.858 2.307
H 2.046 0.183 0.720
H -0.422 -0.477 0.614
*
```

As for the energy above the lowest of the compared OMol25 structures with the same formula, charge and spin: 85.3 kJ/mol. The calculation puts the orbital gap at 0.3834 Eh. The total energy comes out at -515.07706 hartree. As for the SMILES: CO.S. The LUMO energy comes out at 0.66 eV.


(2)
DFT (wB97M-V/def2-TZVPD) results for one molecule with the formula C4H3NO3 in a non-equilibrium geometry.

Structure (ORCA input):
```
! RIJCOSX wB97M-V def2-TZVPD def2/J DEFGRID3
* xyz 0 1
C -1.837 0.220 -0.102
C -0.385 -0.033 0.059
C 1.732 -0.559 -0.153
C 1.596 0.846 0.090
H -1.815 -1.581 0.757
H 2.643 -1.201 -0.570
H 2.105 1.878 0.100
N 0.529 -1.063 -0.221
O -2.514 -0.973 0.134
O -2.300 1.308 -0.331
O 0.244 1.158 0.237
*
```

As for the energy above the lowest of the compared OMol25 structures with the same formula, charge and spin: 257.0 kJ/mol. The calculation puts the orbital gap at 0.3448 Eh. The total energy comes out at -434.62944 hartree. As for the SMILES: O=C(O)c1ncco1. The LUMO energy comes out at -0.29 eV.


(3)
DFT (wB97M-V/def2-TZVPD) results for one molecule with the formula C6H13NO in a non-equilibrium geometry.

Structure (ORCA input):
```
! RIJCOSX wB97M-V def2-TZVPD def2/J DEFGRID3
* xyz 0 1
O 0.137 2.575 0.139
C -0.710 1.991 0.683
N -1.010 0.741 0.245
C 0.028 0.212 -0.671
C 0.563 -1.182 -0.204
C 2.145 -1.226 -0.103
C 0.181 -2.299 -1.175
C -1.763 2.657 1.412
H -1.624 0.018 0.624
H -0.403 0.173 -1.713
H 0.955 0.846 -0.583
H 0.350 -1.399 0.870
H 2.487 -1.895 -0.925
H 2.329 -1.718 0.775
H 2.515 -0.234 -0.170
H -0.608 -2.803 -0.530
H 1.006 -3.211 -1.413
H -0.264 -1.914 -2.202
H -2.756 2.165 1.506
H -2.184 3.639 1.081
H -1.372 2.863 2.356
*
```

As for the energy above the lowest of the compared OMol25 structures with the same formula, charge and spin: 272.2 kJ/mol. The calculation puts the orbital gap at 0.3850 Eh. The total energy comes out at -366.33023 hartree. As for the SMILES: CC(=O)NCC(C)C. The LUMO energy comes out at 0.95 eV.